(1)
66
Properties=species:S:1:pos:R:3 method="wB97M-V/def2-TZVPD" homo_lumo_gap_ev=6.92 homo_ev=-4.43 total_energy_ev=-82091.422 charge=-1
C 1.0864 3.0804 -2.1628
C -0.0020 2.4400 -1.5890
C 0.0324 1.3196 -0.4962
P 1.5845 1.2779 0.5970
O 1.9030 -0.3893 0.0317
C 3.0845 -0.4528 -0.7387
C 3.4964 -1.9723 -1.0093
C 4.9125 -1.9131 -1.7368
O 0.6676 0.7093 1.9969
C 1.1421 1.6020 3.0542
C 1.9033 2.8905 2.4250
O 1.3794 2.9434 1.0820
H 1.9741 2.4428 -2.4219
H 1.1370 4.1662 -2.4195
H -1.0197 2.7323 -1.9830
H -0.1791 0.2933 -0.9195
H -0.8398 1.5345 0.1952
H 2.7227 1.0347 1.4669
H 2.5485 1.6447 -0.4031
H 3.9800 -0.0031 -0.2044
H 2.9591 -0.0066 -1.7742
H 3.5596 -2.5691 -0.0654
H 2.7375 -2.4325 -1.6982
H 4.7961 -1.6587 -2.8297
H 5.4430 -2.9082 -1.6820
H 5.5933 -1.1438 -1.2909
H 1.7420 1.0130 3.8111
H 0.2921 2.1227 3.6007
H 3.0337 2.8739 2.4561
H 1.6545 3.8934 2.8686
C -1.6109 -1.9427 -4.8915
C -0.6387 -3.1250 -4.6699
C 0.3698 -2.9831 -3.5289
F 1.2152 -1.9613 -3.7176
F 1.1352 -4.1018 -3.4401
F -0.0092 -3.4030 -5.8352
F -1.4124 -4.2154 -4.3881
O -1.2963 -1.0137 -5.9376
C -0.4540 0.0766 -5.6514
C 0.8255 0.0528 -6.4914
F 1.5512 -1.0581 -6.2530
F 1.6104 1.1097 -6.1892
F -0.2136 0.1462 -4.3388
F -1.1597 1.1845 -5.9615
H -2.5477 -2.3956 -5.2237
H -1.8641 -1.4328 -3.9605
H -0.1355 -2.8469 -2.5685
H 0.5911 0.0823 -7.5577
C -2.2957 0.0999 4.0706
C -3.5567 0.8918 3.6535
C -3.8907 2.1431 4.4684
F -4.1566 1.8671 5.7588
F -5.0062 2.7399 3.9712
F -4.6172 0.0480 3.6200
F -3.3543 1.2949 2.3696
O -2.5058 -1.0694 4.8829
C -2.5816 -0.9331 6.2757
C -3.9350 -1.3894 6.8252
F -4.9462 -0.6566 6.3196
F -3.9757 -1.2421 8.1719
F -2.2653 0.3172 6.6440
F -1.6141 -1.7278 6.7845
H -1.8707 -0.2971 3.1455
H -1.5138 0.7432 4.4753
H -3.0753 2.8700 4.4266
H -4.1204 -2.4372 6.5805



(2)
49
Properties=species:S:1:pos:R:3 method="wB97M-V/def2-TZVPD" homo_lumo_gap_ev="6.65 / 6.29" homo_ev="-9.96 / -10.00" s_squared=6.01 total_energy_ev=-68774.633 charge=+1 multiplicity=5 relative_energy_kj_mol=31.2
Fe -0.1223 -1.2291 -0.5404
C 3.1144 -1.6130 -0.2859
N 2.0603 -1.0992 -1.1721
C 1.9669 -1.9122 -2.4028
C 2.2596 0.3139 -1.4810
C 3.3576 0.7227 -2.2148
C 3.5570 2.0627 -2.5061
C 2.6246 2.9866 -2.0645
C 1.5225 2.5888 -1.3264
C 1.3178 1.2442 -0.9847
N 0.2999 0.7088 -0.2178
C -0.4315 1.2894 0.8011
C -0.8057 2.6307 0.9629
C -1.5433 3.0473 2.0613
C -1.9485 2.1522 3.0364
C -1.6129 0.8141 2.8906
C -0.8846 0.3874 1.7970
N -0.5035 -1.0080 1.6509
C 0.6982 -1.3116 2.4431
C -1.5903 -1.9542 1.9588
H 4.0730 -1.6920 -0.8062
H 3.2314 -0.9383 0.5590
H 2.8420 -2.6041 0.0818
H 2.9150 -1.9589 -2.9470
H 1.6842 -2.9370 -2.1466
H 1.2164 -1.4804 -3.0682
H 4.0789 -0.0056 -2.5684
H 4.4215 2.3734 -3.0757
H 2.7517 4.0346 -2.3025
H 0.8078 3.3398 -1.0420
H -0.5570 3.3716 0.2236
H -1.8100 4.0925 2.1506
H -2.5131 2.4825 3.8970
H -1.9199 0.0990 3.6457
H 0.4942 -1.2466 3.5161
H 1.0497 -2.3202 2.2154
H 1.4775 -0.5934 2.1946
H -1.7355 -2.0925 3.0344
H -2.5224 -1.5936 1.5273
H -1.3534 -2.9327 1.5313
C -3.3770 0.4489 -0.8121
S -2.5032 -0.9499 -1.5543
C -3.6922 -2.2782 -1.2033
H -4.3333 0.5574 -1.3181
H -2.7707 1.3379 -0.9693
H -3.5200 0.2841 0.2540
H -4.1177 -2.1379 -0.2123
H -3.1743 -3.2322 -1.2586
H -4.4800 -2.2494 -1.9518



(3)
58
Properties=species:S:1:pos:R:3 method="wB97M-V/def2-TZVPD" homo_lumo_gap_ev=5.98 homo_ev=-17.56 total_energy_ev=-59790.557 charge=+3 relative_energy_kj_mol=96.8
Hf -0.4374 0.2131 -0.8502
P -0.9982 2.7606 -0.4389
C -0.7656 2.6945 -2.2679
C 0.6133 2.3273 -2.7093
N 1.0733 1.1322 -2.2089
C 2.2781 0.6678 -2.6011
C 3.1175 1.4383 -3.3889
C 2.6867 2.6747 -3.8562
C 1.4177 3.1092 -3.5244
C 2.6945 -0.6941 -2.1030
P 1.3619 -1.8945 -1.8628
H 1.0157 4.0654 -3.8701
H 4.0980 1.0366 -3.6320
H 3.3328 3.2805 -4.4841
H 3.3833 -1.1547 -2.8297
H 3.2332 -0.6084 -1.1420
H -1.5509 1.6593 -2.5111
H -1.1817 3.5884 -2.7385
H -4.0276 -4.2662 -3.3130
O -1.9162 0.3998 -2.2167
H -2.7888 0.0278 -2.4148
H 0.1284 -1.4675 -1.1155
O -3.4884 -4.5860 -2.5994
H -3.2512 -3.7862 -2.0856
C 0.7940 -2.5299 -3.4338
H 1.6620 -2.6864 -4.0894
H 0.2709 -3.4840 -3.2756
H 0.1012 -1.8218 -3.9062
C 1.9518 -3.2134 -0.8208
H 1.0975 -3.7531 -0.3976
H 2.5572 -3.9031 -1.4218
H 2.5595 -2.8116 -0.0022
C 0.0796 4.0853 0.1337
H -0.3474 5.0542 -0.1583
H 0.1297 4.0114 1.2282
H 1.0886 3.9743 -0.2810
C -2.6692 3.4360 -0.2830
H -3.0331 3.1712 0.7168
H -2.6442 4.5285 -0.3796
H -3.3500 3.0104 -1.0300
O 0.5811 0.1226 1.0544
C -0.3821 -0.5870 1.5587
O -1.3112 -0.9677 0.7174
C -0.4516 -0.8766 2.9953
C -1.0724 -2.0440 3.4432
C -1.1357 -2.2979 4.8271
C -0.6671 -1.3520 5.7538
C -0.0877 -0.1645 5.2823
C 0.0701 0.0622 3.8983
N 0.2910 0.8775 6.1974
O 0.1305 0.7026 7.4256
O 0.7625 1.9349 5.7201
N -1.6388 -3.5669 5.2814
O -1.9992 -4.4002 4.4203
O -1.6912 -3.7967 6.5097
H -1.4748 -2.7574 2.7254
H -0.7535 -1.5382 6.8202
H 0.5533 0.9635 3.5344



(4)
51
Properties=species:S:1:pos:R:3 method="wB97M-V/def2-TZVPD" homo_lumo_gap_ev=8.84 homo_ev=-8.26 total_energy_ev=-32307.307 relative_energy_kj_mol=33.1
C 2.4510 -1.4285 7.5063
C 1.0029 -1.6378 7.0900
O 0.8885 -2.6654 6.0990
C 1.1001 -2.3299 4.8321
O 1.3493 -1.2040 4.4710
C 0.9967 -3.5467 3.9383
C 0.2192 -3.3332 2.6317
C 1.0336 -2.6904 1.5056
N 1.1799 -1.2655 1.6775
C 0.8132 -0.3812 0.7370
O 0.4076 -0.7178 -0.3662
C 0.9498 1.0752 1.1484
C -0.3830 1.8128 0.9383
N -0.7658 1.7954 -0.4491
C -0.7949 2.9154 -1.2076
O -0.7214 4.0354 -0.7301
C -0.9813 2.6821 -2.6675
C -0.5441 1.5354 -3.3197
C -0.7210 1.3839 -4.6840
C -1.3438 2.3827 -5.4268
O -1.5635 2.3551 -6.7690
C -1.2512 1.1963 -7.5142
C -2.2791 0.0832 -7.3300
C -1.7693 3.5436 -4.7749
C -1.5820 3.6906 -3.4204
H 3.0349 -1.0684 6.6627
H 2.4962 -0.6921 8.3032
H 2.8796 -2.3626 7.8611
H 0.3978 -1.9878 7.9280
H 0.5841 -0.7101 6.6873
H 0.5301 -4.3370 4.5274
H 2.0178 -3.8614 3.7050
H -0.1143 -4.3121 2.2841
H -0.6678 -2.7268 2.8224
H 2.0230 -3.1609 1.4488
H 0.5269 -2.8368 0.5475
H 1.4300 -0.9548 2.6099
H 1.2584 1.1544 2.1901
H 1.7084 1.5414 0.5158
H -1.1649 1.3366 1.5417
H -0.2901 2.8604 1.2371
H -0.7110 0.8835 -0.8853
H -0.0365 0.7483 -2.7807
H -0.3585 0.4824 -5.1532
H -1.2554 1.5353 -8.5543
H -0.2420 0.8397 -7.2737
H -2.0231 -0.7611 -7.9644
H -3.2665 0.4460 -7.6044
H -2.3113 -0.2483 -6.2951
H -2.2391 4.3161 -5.3631
H -1.8985 4.5896 -2.9137



(5)
58
Properties=species:S:1:pos:R:3 method="wB97M-V/def2-TZVPD" homo_lumo_gap_ev=5.48 homo_ev=-18.02 total_energy_ev=-81598.892 charge=+3 relative_energy_kj_mol=10.1
Ti 0.1829 0.2898 -0.2654
P 2.3342 -0.9995 0.2473
C 2.3977 -1.1929 -1.5843
C 1.1123 -1.7781 -2.1664
N -0.0331 -1.2843 -1.6340
C -1.2428 -1.5826 -2.1727
C -1.3125 -2.4901 -3.2180
C -0.1522 -3.0028 -3.7811
C 1.0781 -2.6273 -3.2626
C -2.4737 -0.8621 -1.6677
P -2.1320 0.8054 -0.9093
H 2.0222 -2.9563 -3.7038
H -2.2985 -2.7173 -3.6407
H -0.1965 -3.6546 -4.6617
H -3.1864 -0.6606 -2.4887
H -3.0240 -1.4305 -0.8891
H 2.4590 -0.0793 -1.8839
H 3.2846 -1.7885 -1.8848
H -0.2575 6.5093 -0.4487
O 1.0352 1.7048 -1.1168
H 1.1699 2.0743 -2.0218
H 0.1083 1.8507 0.7700
O -0.7905 5.6953 -0.5399
H -0.0855 5.0339 -0.3263
C -2.5491 2.0298 -2.1699
H -3.6197 1.9054 -2.3800
H -2.3502 3.0484 -1.8011
H -1.9483 1.8541 -3.0709
C -3.4322 1.0133 0.3309
H -3.1700 1.8573 0.9860
H -4.3755 1.2321 -0.1892
H -3.5311 0.1043 0.9388
C 2.4696 -2.6717 0.8696
H 3.5056 -3.0099 0.7411
H 2.1963 -2.6251 1.9345
H 1.7798 -3.3346 0.3334
C 3.8772 -0.1730 0.6686
H 3.7682 0.1603 1.7101
H 4.7048 -0.8875 0.5831
H 4.0546 0.6996 0.0249
O -0.5088 -0.2040 1.6178
C -0.1710 0.7820 2.3508
O 0.4634 1.7948 1.7306
C -0.2344 0.8819 3.7678
C -0.2512 2.1522 4.3625
C -0.2661 2.2105 5.7661
C -0.1913 1.1012 6.5978
C -0.0654 -0.1369 5.9651
C -0.1483 -0.2738 4.5594
N 0.1444 -1.3238 6.7472
O 0.2031 -1.2303 7.9953
O 0.2642 -2.4044 6.1299
N -0.4378 3.4957 6.3631
O -0.5733 4.4789 5.6084
O -0.4730 3.5822 7.6073
H -0.3234 3.0650 3.7933
H -0.1547 1.2230 7.6827
H -0.1805 -1.2596 4.1000



(6)
50
Properties=species:S:1:pos:R:3 method="wB97M-V/def2-TZVPD" homo_lumo_gap_ev=7.51 homo_ev=-8.06 total_energy_ev=-29123.658 relative_energy_kj_mol=2143.9
C -6.5235 -1.0532 -0.8888
C -5.1732 -1.2176 -0.1603
C -4.7740 -0.1835 0.6742
C -3.6570 -0.3899 1.5486
N -2.4563 -0.6649 0.6557
C -1.3706 -0.7421 1.7010
C -0.1903 -1.1265 0.9595
N 0.0773 0.0385 -0.3453
C -1.1359 0.1024 -1.1602
H -1.2706 -0.9524 -1.5194
C -2.3373 0.7211 -0.2017
C -2.1768 2.0520 0.2062
H -1.0601 1.8470 0.6506
H -2.8020 2.2504 1.1099
C -2.2136 3.0129 -0.9006
O -1.1970 3.0346 -1.5539
H -0.2717 2.9634 -1.1214
H -2.3477 3.9586 -0.2068
H -2.9884 2.9578 -1.4461
H -3.2043 0.5576 -0.7327
H -0.9652 0.7923 -1.9581
C 1.1956 -0.1144 -0.8244
C 2.5294 0.2387 -0.1208
C 2.4911 1.1118 0.9915
C 3.7191 1.5522 1.3135
C 5.0053 0.8015 1.3167
C 4.9661 -0.3816 0.3100
N 5.9653 -0.7988 -0.1825
O 5.3092 -1.7437 -0.9989
N 4.1285 -1.5056 -1.2306
C 3.7757 -0.4136 -0.4874
H 5.7823 0.9911 1.7551
H 3.6730 2.1757 2.3454
H 1.6127 1.4463 1.0333
H 1.2616 0.3791 -1.8548
H 1.4427 -1.0439 -1.3106
H -0.2324 -1.9833 0.1579
H 0.7873 -1.0329 1.6922
H -1.1179 0.2873 2.2702
H -1.6227 -1.3525 2.4363
H -3.6989 -1.3277 2.3684
H -3.8278 0.5874 2.4900
H -5.6205 0.5841 0.8372
C -4.6280 -2.6288 -0.3507
H -4.6492 -2.6620 -1.5116
H -3.4095 -2.4762 -0.0099
H -5.0081 -3.4170 0.1699
H -6.1963 -1.1668 -1.9964
H -7.2062 -1.8141 -0.9189
H -7.2405 -0.0778 -0.6631



(7)
62
Properties=species:S:1:pos:R:3 method="wB97M-V/def2-TZVPD" homo_lumo_gap_ev=2.86 homo_ev=-2.92 total_energy_ev=-66460.419 charge=-1 relative_energy_kj_mol=204.2
C -2.0834 3.8580 4.2086
B -1.9589 3.0655 2.7621
O -1.2833 3.7712 1.6552
P -2.7326 1.2682 2.5602
C -1.0391 0.4858 3.0107
C -0.9962 -0.2643 4.4401
N 0.4726 -0.5822 4.7127
C -3.6138 -0.4339 2.3637
C -5.1670 -0.3076 2.8377
O -5.3064 -0.0727 4.2725
C -6.0278 1.1185 4.5074
O -5.8000 1.7596 5.5734
P -2.2879 1.3771 0.4008
O -1.5846 -0.0758 -0.2148
O -3.8531 1.5178 -0.3838
H -1.2349 4.6416 4.2916
H -3.1086 4.3489 4.3564
H -1.9411 3.1311 5.0949
H -1.8778 4.5104 1.3678
H -4.0133 1.9398 2.3322
H -3.0337 1.3116 3.9816
H -0.2853 1.3688 3.0940
H -0.6089 -0.2350 2.2328
H -1.3571 0.4076 5.2891
H -1.5143 -1.2953 4.4313
H 0.7074 -1.2896 3.9833
H 1.0213 0.2479 4.4133
H -3.6850 -0.7228 1.2416
H -3.1044 -1.2939 2.9171
H -5.7602 -1.2554 2.5280
H -5.6699 0.5548 2.2561
H -6.8094 1.5460 3.7834
H -2.2710 -0.7130 -0.5330
H -4.0834 2.4705 -0.3347
C 1.2915 -1.0201 -4.8989
C 0.4687 -1.8219 -5.5782
C -0.7519 -2.4013 -4.9465
O -1.4905 -3.1162 -5.6074
C -1.0123 -2.0875 -3.5410
C -0.1867 -1.2862 -2.8563
C 1.0188 -0.6855 -3.4977
O 1.7421 0.0555 -2.8526
O -0.4164 -0.9885 -1.5496
O 0.7101 -2.1440 -6.8801
H 2.1787 -0.5920 -5.3470
H -1.8911 -2.5285 -3.0902
H 0.3133 -0.3962 -1.2850
H -0.0262 -2.7310 -7.1418
C 6.2603 -1.7670 -1.6592
C 5.2258 -1.0506 -2.1092
C 5.3172 -0.2699 -3.3799
O 4.3518 0.3581 -3.7738
C 6.5910 -0.2906 -4.1088
C 7.6228 -1.0041 -3.6548
C 7.5230 -1.8048 -2.4018
O 8.4829 -2.4597 -2.0279
O 8.8124 -1.0303 -4.3201
O 4.0492 -1.0075 -1.4247
H 6.2081 -2.3387 -0.7423
H 6.6505 0.2927 -5.0179
H 9.3911 -1.6150 -3.7927
H 3.4567 -0.4282 -1.9480



(8)
57
Properties=species:S:1:pos:R:3 method="wB97M-V/def2-TZVPD" homo_lumo_gap_ev=5.69 homo_ev=-5.78 total_energy_ev=-108423.206 relative_energy_kj_mol=51.0
K 0.2134 -0.2214 0.4120
Cl 1.3820 5.3186 0.4687
C -0.2183 4.8520 0.9766
Cl -0.5313 5.2738 2.6627
Cl -1.4659 5.5591 -0.0610
C -0.3534 3.3679 0.8640
N -0.5065 2.2364 0.7900
O 0.6348 -0.8888 -1.7417
P 1.6897 -1.7551 -2.3504
N 1.2594 -3.3406 -2.1517
C 2.2181 -4.4324 -2.4160
C 1.6534 -5.6300 -1.6510
C 0.9415 -4.9781 -0.4691
C 0.2892 -3.7642 -1.1108
N 3.1630 -1.4566 -1.6543
C 4.4914 -1.6823 -2.2420
C 5.4224 -1.4316 -1.0678
C 4.7776 -0.2205 -0.4022
C 3.2721 -0.4790 -0.5362
N 1.8279 -1.4606 -3.9741
C 2.8221 -2.0894 -4.8752
C 1.9929 -2.6566 -6.0212
C 0.8560 -1.6472 -6.1331
C 0.5184 -1.3598 -4.6754
H 3.2098 -4.1819 -2.0255
H 2.3081 -4.6356 -3.4854
H 2.4369 -6.3264 -1.3557
H 0.9368 -6.1690 -2.2752
H 1.6567 -4.6478 0.2882
H 0.2164 -5.6331 0.0121
H 0.0963 -2.9766 -0.3877
H -0.6615 -4.0282 -1.5830
H 4.6948 -0.9721 -3.0534
H 4.5927 -2.6895 -2.6408
H 6.4543 -1.2637 -1.3740
H 5.3905 -2.2901 -0.3938
H 5.0539 0.6863 -0.9449
H 5.0692 -0.0951 0.6390
H 2.7343 0.4485 -0.7560
H 2.8734 -0.9140 0.3855
H 3.4048 -2.8590 -4.3752
H 3.5204 -1.3342 -5.2445
H 1.5947 -3.6372 -5.7467
H 2.5751 -2.7667 -6.9356
H -0.0054 -2.0239 -6.6829
H 1.2078 -0.7397 -6.6296
H -0.1818 -2.1091 -4.2905
H 0.0797 -0.3771 -4.5184
Te 1.5520 -1.9964 2.9933
C -0.2079 -3.0975 3.4052
C -0.9812 -3.8549 2.5621
C -2.1099 -4.4545 3.1976
C -2.1870 -4.1452 4.5209
S -0.8616 -3.1645 4.9885
H -0.7433 -3.9831 1.5148
H -2.8312 -5.0800 2.6880
H -2.9320 -4.4579 5.2357



Result set for max |F|: 2.355 1.939 5.392 0.633 4.582 15.323 5.595 1.438 eV/A, one per record in the order listed.